1.
Below is the molecule C6H10 in a non-equilibrium geometry, with properties calculated with ωB97M-V/def2-TZVPD.

Positions of all 16 atoms, in Å:
C1 -0.305220 -0.256997 -0.260471
C2 -1.446078 0.197625 0.384830
C3 1.076965 -0.138599 0.068661
C4 -2.789318 0.232471 -0.238784
C5 2.050562 0.009777 -1.058458
C6 1.575345 -0.124766 1.294324
H1 2.433998 -0.995115 -1.302132
H2 -0.538278 -0.687467 -1.259335
H3 -3.365084 -0.693277 0.011438
H4 -2.678636 0.193068 -1.325318
H5 0.930924 -0.003753 2.205351
H6 -1.457177 0.544215 1.442590
H7 2.661017 -0.006435 1.607026
H8 2.860050 0.692810 -0.782088
H9 1.538143 0.401522 -2.000367
H10 -3.358491 1.037366 0.262228

Force components x, y, z for each atom (eV/Å):
C -4.191 0.768 -0.072
C 2.556 -0.850 0.190
C 1.568 0.213 0.682
C -0.581 -1.331 0.598
C -0.525 -0.190 -1.728
C 0.451 0.971 2.900
H 0.183 0.446 -0.134
H 0.397 0.482 0.459
H 0.350 0.477 -0.002
H -0.487 0.717 0.109
H 0.323 -0.709 -1.021
H 0.584 -0.053 -0.854
H -1.330 -0.146 -1.079
H -0.101 -0.319 -0.166
H 0.698 -0.424 1.219
H 0.106 -0.052 -1.101

The multiplicity is 1. Its energy above the lowest of the compared OMol25 structures with the same formula, charge and spin is 1.518 eV. The value obtained for the LUMO energy is 1.0 eV. The structure (SMILES) is C=C(C)/C=C/C. Its highest occupied orbital energy is -8.3 eV. The calculation puts the orbital gap at 9.3 eV.

=====

2.
Below is the molecule C6H10, with properties calculated with ωB97M-V/def2-TZVPD.

Positions of all 16 atoms, in Å:
C1 -0.104138 -1.435738 -0.578023
C2 -0.081251 -0.008955 0.021130
C3 -0.944586 0.908249 -0.854432
C4 2.497988 0.574235 -0.030103
C5 -0.515750 0.157477 1.497392
C6 1.322550 0.342600 -0.051888
H1 -0.632080 0.840084 -1.899832
H2 -0.389272 1.202684 1.828267
H3 -1.991261 0.591081 -0.779273
H4 -1.572720 -0.098248 1.612268
H5 0.262831 -1.417929 -1.618218
H6 3.525102 0.795712 -0.135986
H7 0.086116 -0.466744 2.164484
H8 0.547278 -2.140894 -0.045773
H9 -1.128420 -1.799929 -0.588147
H10 -0.882392 1.956311 -0.541865

Force components x, y, z for each atom (eV/Å):
C -0.283 -0.157 0.084
C 0.123 -0.011 -0.079
C -0.047 0.047 -0.107
C -0.106 0.046 -0.311
C -0.081 -0.224 -0.045
C 0.642 0.652 0.191
H -0.071 0.045 0.085
H 0.006 -0.383 -0.304
H 0.133 0.048 -0.052
H 0.065 -0.077 0.020
H -0.202 0.178 0.387
H 0.289 0.042 0.118
H -0.123 -0.003 -0.121
H -0.278 0.258 0.109
H -0.121 -0.262 0.019
H 0.054 -0.200 0.005

The multiplicity is 1. Its energy above the lowest of the compared OMol25 structures with the same formula, charge and spin is 1.465 eV. The value obtained for the LUMO energy is 0.9 eV. The structure (SMILES) is C#CC(C)(C)C. Its highest occupied orbital energy is -9.8 eV. The calculation puts the orbital gap at 10.8 eV.